The following is a DFT calculation (the ωB97M-V functional and the def2-TZVPD basis) of a 12-piece molecular cluster, C39H81O13S3 overall.

Structure (ORCA input):
```
! RIJCOSX wB97M-V def2-TZVPD def2/J DEFGRID3
* xyz 1 1
C 3.658 -3.703 0.155
C 3.736 -2.206 -0.216
S 2.265 -1.245 0.227
C 1.337 -1.128 -1.297
S -0.357 -1.753 -1.228
C -0.198 -3.456 -0.748
C -1.561 -4.068 -0.411
C -1.121 -0.806 0.117
S -1.385 -1.542 1.735
O -1.747 -0.426 2.544
O -0.318 -2.416 2.075
H 4.507 -3.965 0.784
H 3.752 -4.317 -0.739
H 2.742 -3.948 0.683
H 3.903 -2.099 -1.285
H 4.549 -1.722 0.316
H 1.247 -0.098 -1.641
H 1.811 -1.720 -2.080
H 0.536 -3.573 0.046
H 0.221 -3.940 -1.633
H -2.381 -3.361 -0.514
H -1.545 -4.403 0.626
H -1.753 -4.938 -1.030
H -0.499 0.071 0.301
H -2.091 -0.457 -0.255
H -2.506 -2.259 1.514
C 7.743 1.819 -0.068
C 6.492 0.985 -0.134
O 6.340 0.117 -0.966
C 5.420 1.267 0.890
H 8.437 1.519 -0.847
H 7.494 2.875 -0.194
H 8.230 1.694 0.900
H 5.069 2.297 0.806
H 5.812 1.104 1.896
H 4.583 0.600 0.713
C 1.721 4.371 1.890
C 2.318 4.447 0.506
O 2.596 3.449 -0.122
C 2.549 5.828 -0.044
H 1.603 3.330 2.183
H 2.370 4.880 2.604
H 0.752 4.872 1.905
H 3.223 6.380 0.610
H 1.607 6.372 -0.089
H 2.983 5.757 -1.040
C 11.001 0.842 -2.963
C 11.690 1.623 -1.868
O 11.134 1.878 -0.824
C 13.105 2.055 -2.149
H 9.992 0.577 -2.653
H 10.954 1.439 -3.875
H 11.565 -0.067 -3.179
H 13.132 2.696 -3.032
H 13.727 1.179 -2.338
H 13.493 2.605 -1.295
C -5.917 -3.113 -0.201
C -5.363 -3.324 -1.583
O -4.182 -3.181 -1.829
C -6.347 -3.717 -2.652
H -5.111 -2.842 0.479
H -6.667 -2.325 -0.207
H -6.399 -4.024 0.155
H -7.116 -2.949 -2.745
H -6.837 -4.654 -2.381
H -5.833 -3.837 -3.602
C -3.795 1.586 1.475
C -4.385 1.258 0.130
O -3.674 0.882 -0.781
C -5.875 1.391 -0.026
H -2.722 1.444 1.430
H -4.006 2.619 1.754
H -4.214 0.925 2.235
H -6.179 2.420 0.172
H -6.381 0.740 0.689
H -6.163 1.120 -1.039
C -10.569 -0.653 0.663
C -9.460 -1.499 1.233
O -8.851 -2.293 0.544
C -9.146 -1.311 2.689
H -10.701 -0.879 -0.392
H -11.493 -0.863 1.202
H -10.330 0.405 0.780
H -10.031 -1.549 3.279
H -8.843 -0.280 2.881
H -8.333 -1.975 2.978
C 15.087 1.496 -5.651
C 15.543 0.301 -4.848
O 14.981 -0.037 -3.833
C 16.738 -0.452 -5.378
H 14.223 1.952 -5.174
H 15.891 2.230 -5.720
H 14.819 1.187 -6.662
H 17.602 0.211 -5.438
H 16.528 -0.831 -6.380
H 16.967 -1.284 -4.718
C -11.918 -4.644 4.434
C -12.449 -3.700 3.385
O -11.773 -2.795 2.948
C -13.859 -3.936 2.908
H -10.898 -4.372 4.692
H -12.542 -4.601 5.327
H -11.934 -5.668 4.056
H -14.554 -3.866 3.746
H -13.944 -4.934 2.476
H -14.122 -3.195 2.157
C -6.111 2.973 4.130
C -7.181 1.980 3.747
O -6.908 0.941 3.188
C -8.603 2.342 4.095
H -5.141 2.586 3.830
H -6.293 3.928 3.636
H -6.114 3.133 5.209
H -8.882 3.277 3.606
H -8.701 2.479 5.173
H -9.274 1.550 3.771
C 0.408 9.798 0.964
C 1.145 9.072 2.062
O 1.434 7.901 1.966
C 1.507 9.879 3.284
H 0.205 9.116 0.142
H -0.535 10.195 1.345
H 1.007 10.634 0.600
H 0.604 10.278 3.749
H 2.145 10.718 3.004
H 2.032 9.249 3.998
C 0.399 -7.526 -4.333
C 1.049 -6.814 -3.175
O 0.422 -6.511 -2.183
C 2.519 -6.501 -3.307
H -0.653 -7.695 -4.117
H 0.491 -6.926 -5.240
H 0.891 -8.484 -4.507
H 2.691 -5.865 -4.177
H 3.087 -7.422 -3.444
H 2.869 -5.995 -2.410
*
```

frontier orbital gap	8.801	eV
highest occupied orbital energy	-10.4	eV
max |F|	0.8	eV/A
LUMO	-1.6	eV

---

The following is a DFT calculation (the ωB97M-V functional and the def2-TZVPD basis) of a 13-piece molecular cluster, C39H82F6NO13P overall at a distorted geometry.

Structure (ORCA input):
```
! RIJCOSX wB97M-V def2-TZVPD def2/J DEFGRID3
* xyz 0 1
C 9.552 -16.926 10.944
O 8.283 -17.138 10.414
C 7.951 -16.365 9.255
C 6.418 -16.540 8.972
N 6.142 -18.062 8.823
H 6.682 -18.441 8.058
H 6.478 -18.490 9.674
C 4.663 -18.369 8.615
C 4.455 -19.888 8.663
O 5.345 -20.432 7.742
C 5.421 -21.856 7.738
H 9.668 -17.375 11.930
H 9.887 -15.889 10.932
H 10.316 -17.252 10.238
H 8.565 -16.602 8.386
H 8.152 -15.311 9.449
H 5.912 -16.040 8.146
H 5.926 -16.257 9.902
H 4.322 -18.061 7.626
H 4.075 -17.905 9.406
H 3.410 -20.068 8.410
H 4.658 -20.210 9.684
H 6.314 -22.051 7.144
H 4.555 -22.287 7.235
H 5.544 -22.307 8.723
P 5.948 -24.344 4.742
F 4.850 -24.528 3.538
F 4.698 -24.516 5.815
F 6.193 -25.934 4.855
F 6.981 -24.339 6.011
F 7.129 -24.222 3.608
F 5.767 -22.719 4.668
C 9.056 -27.307 4.407
C 10.503 -27.348 4.988
O 10.678 -27.609 6.189
C 11.660 -27.257 3.962
H 8.303 -27.562 5.152
H 8.951 -28.101 3.667
H 8.837 -26.394 3.853
H 11.487 -26.506 3.191
H 11.709 -28.203 3.422
H 12.651 -27.143 4.403
C 6.977 -22.203 -0.438
C 5.771 -21.622 0.213
O 4.877 -21.119 -0.476
C 5.615 -21.661 1.756
H 6.840 -22.335 -1.511
H 7.187 -23.167 0.026
H 7.775 -21.481 -0.264
H 6.559 -21.240 2.102
H 5.443 -22.676 2.115
H 4.737 -21.071 2.020
C 3.192 -27.558 4.369
C 3.676 -28.778 5.179
O 3.037 -29.815 5.289
C 4.961 -28.535 5.907
H 3.930 -27.097 3.712
H 2.737 -26.769 4.967
H 2.369 -27.788 3.693
H 5.123 -29.312 6.654
H 5.041 -27.581 6.427
H 5.719 -28.662 5.134
C 1.883 -25.049 1.745
C 0.939 -25.925 2.532
O 0.608 -25.689 3.692
C 0.386 -27.200 1.799
H 1.710 -24.004 2.005
H 1.730 -25.129 0.669
H 2.919 -25.252 2.013
H 1.209 -27.885 1.590
H -0.195 -26.987 0.901
H -0.266 -27.771 2.460
C 9.798 -22.685 2.026
C 10.405 -24.063 1.695
O 11.578 -24.329 1.899
C 9.436 -25.076 1.136
H 8.857 -22.820 2.558
H 9.604 -22.197 1.071
H 10.488 -22.166 2.691
H 9.869 -26.073 1.059
H 9.079 -24.849 0.131
H 8.602 -25.128 1.835
C 7.439 -27.575 8.346
C 7.963 -26.277 8.986
O 7.527 -25.902 10.101
C 9.058 -25.528 8.269
H 8.086 -28.362 8.732
H 7.512 -27.656 7.261
H 6.461 -27.881 8.718
H 8.836 -25.440 7.206
H 10.037 -26.008 8.244
H 9.209 -24.566 8.758
C 4.322 -25.802 8.787
C 2.806 -25.538 8.766
O 2.026 -26.285 9.292
C 2.351 -24.248 8.058
H 4.890 -25.119 9.419
H 4.630 -25.605 7.761
H 4.605 -26.787 9.159
H 1.336 -24.027 8.387
H 2.311 -24.359 6.975
H 3.012 -23.419 8.311
C 2.574 -21.910 4.038
C 2.328 -20.448 4.342
O 2.303 -19.625 3.440
C 2.314 -19.925 5.731
H 1.862 -22.543 4.569
H 3.540 -22.158 4.477
H 2.575 -22.143 2.973
H 1.722 -20.589 6.361
H 1.959 -18.894 5.726
H 3.305 -19.852 6.181
C 5.840 -26.144 0.542
C 6.651 -27.412 0.853
O 7.549 -27.786 0.151
C 6.295 -28.175 2.121
H 5.274 -26.387 -0.358
H 6.597 -25.374 0.394
H 5.129 -25.839 1.310
H 6.128 -27.448 2.916
H 7.091 -28.882 2.354
H 5.365 -28.720 1.964
C 8.058 -19.669 4.239
C 7.063 -18.897 5.113
O 7.358 -18.352 6.215
C 5.677 -18.857 4.563
H 7.818 -19.476 3.193
H 8.061 -20.746 4.411
H 9.050 -19.231 4.343
H 5.698 -18.156 3.729
H 5.028 -18.526 5.374
H 5.432 -19.858 4.208
C 11.760 -23.318 5.412
C 10.920 -22.109 5.579
O 11.297 -20.954 5.327
C 9.544 -22.387 6.070
H 11.973 -23.741 6.393
H 12.670 -23.070 4.866
H 11.214 -24.069 4.841
H 8.843 -22.715 5.303
H 9.101 -21.478 6.476
H 9.613 -23.204 6.788
*
```

frontier orbital gap	8.521	eV
highest occupied orbital energy	-9.1	eV
max |F|	3.2	eV/A
LUMO	-0.6	eV